{"formula": "C31H25NReS4Te", "method": "wB97M-V/def2-TZVPD", "elements": ["Re", "S", "C", "C", "C", "C", "C", "C", "S", "C", "C", "C", "C", "C", "C", "C", "S", "C", "C", "C", "C", "C", "C", "S", "N", "H", "H", "H", "H", "H", "H", "H", "H", "H", "H", "H", "H", "H", "H", "H", "Te", "C", "C", "C", "C", "C", "C", "C", "C", "C", "C", "C", "C", "H", "H", "H", "H", "H", "H", "H", "H", "H", "H"], "coordinates": [[-0.5428, -0.3961, -0.9538], [-0.4094, 1.9199, -0.6632], [1.1974, 2.3023, -1.2713], [1.7148, 3.5686, -0.9958], [2.9400, 3.9550, -1.5108], [3.6728, 3.0926, -2.3178], [3.1815, 1.8296, -2.5962], [1.9661, 1.4336, -2.0503], [1.2907, -0.1419, -2.5252], [2.2928, -1.4458, -1.6631], [1.3870, -2.6454, -1.5440], [1.8430, -3.9413, -1.6894], [0.9190, -4.9769, -1.7548], [-0.4358, -4.6830, -1.7925], [-0.8352, -3.3660, -1.6473], [-2.2407, -2.8935, -1.8443], [-2.1527, -1.2377, -2.6828], [-3.7094, -0.5587, -2.1823], [-4.7354, -0.4269, -3.1050], [-5.9532, 0.0878, -2.6884], [-6.1317, 0.4502, -1.3602], [-5.1002, 0.3153, -0.4418], [-3.8667, -0.1774, -0.8502], [-2.5642, -0.3400, 0.3256], [0.0651, -2.3945, -1.4181], [1.1333, 4.2430, -0.3803], [3.3223, 4.9431, -1.2918], [4.6108, 3.4112, -2.7513], [3.7391, 1.1521, -3.2313], [2.6379, -1.0314, -0.7168], [3.1633, -1.6915, -2.2682], [2.9037, -4.1336, -1.7749], [1.2548, -6.0009, -1.8505], [-1.1710, -5.4570, -1.9631], [-2.7726, -2.7511, -0.9031], [-2.8033, -3.5717, -2.4828], [-4.5809, -0.7328, -4.1320], [-6.7599, 0.2070, -3.3980], [-7.0846, 0.8471, -1.0370], [-5.2410, 0.6050, 0.5915], [0.7963, -0.8121, 1.4136], [-0.4356, -0.3004, 3.0572], [-1.1407, 0.8950, 3.1144], [-1.8395, 1.1996, 4.2722], [-1.8346, 0.3191, 5.3455], [-1.1381, -0.8784, 5.2683], [-0.4288, -1.1960, 4.1200], [2.2212, 0.7583, 1.6128], [1.8559, 2.0358, 2.0107], [2.8324, 3.0142, 2.1166], [4.1560, 2.7231, 1.8155], [4.5146, 1.4397, 1.4294], [3.5480, 0.4494, 1.3327], [-1.1576, 1.5715, 2.2705], [-2.3897, 2.1294, 4.3320], [-2.3732, 0.5710, 6.2491], [-1.1416, -1.5675, 6.1019], [0.1245, -2.1242, 4.0519], [0.8297, 2.2678, 2.2574], [2.5547, 4.0081, 2.4433], [4.9125, 3.4922, 1.8952], [5.5495, 1.1995, 1.2251], [3.8392, -0.5638, 1.0772]], "relative_energy_kj_mol": 10.4, "total_energy_ha": -3189.62854, "e_homo_ev": [-13.3, -13.8], "mol_weight_g_mol": 853.6, "charge": 2, "spin_multiplicity": 4, "e_lumo_ev": [-6.02, -7.54], "orbital_gap_ha": [0.269, 0.231]}